Record 1
85
Properties=species:S:1:pos:R:3:forces:R:3:lowdin_charge:R:1 method="wB97M-V/def2-TZVPD" lumo_ha=-0.1332 orbital_gap_ev=8.57 total_charge=+1 energy_ev=-105892.5050 multiplicity=1
C 4.8233 -2.6641 0.6170 1.114 -1.025 0.475 -0.11
C 4.9020 -1.2276 -0.0265 1.672 0.615 0.737 -0.22
C 3.8209 -0.6199 -0.9769 0.131 0.963 -1.330 -0.14
C 2.2824 -1.0206 -0.9764 0.211 -0.549 1.730 -0.32
C 1.9205 -2.5617 -1.1287 -0.370 -1.421 0.568 -0.05
C 2.9338 -3.5214 -1.8640 2.804 -0.496 -2.581 -0.34
O 3.8516 -3.2371 -2.6380 -3.587 -0.745 3.244 0.10
F 2.7288 -4.9321 -1.6408 -0.228 3.195 0.108 0.03
C 1.4880 -0.4798 0.3533 0.230 0.702 0.117 -0.18
C 2.0617 -0.9659 1.7575 -0.618 1.173 1.486 -0.10
C 3.0234 0.1828 2.4112 0.065 -0.489 -0.267 -0.07
C 2.2108 1.0814 3.4679 -1.005 -2.683 0.061 -0.29
F 0.8911 1.4286 3.0031 3.190 -0.166 0.870 0.05
F 1.9490 0.1791 4.5706 0.492 2.096 -1.985 0.04
C 3.0181 2.2965 4.1032 -1.534 -1.037 4.337 -0.31
F 4.0369 1.7774 4.9613 -2.232 1.123 -2.760 0.07
F 2.1124 2.9634 4.9930 2.262 -1.774 -2.200 0.07
S 3.7264 3.5681 2.9441 0.968 5.164 0.196 1.00
F 2.7340 3.1745 1.6684 1.625 -0.189 1.680 -0.17
F 4.9808 2.5995 2.4373 -2.294 1.073 0.740 -0.16
F 4.6470 4.1560 4.2392 -1.266 -1.313 -2.425 -0.17
F 2.5230 4.6499 3.4483 2.029 -1.644 -1.451 -0.18
F 4.3598 4.7888 2.0060 -0.992 -2.195 1.400 -0.15
C -0.0965 -0.6952 0.3264 -1.077 -0.412 -0.758 -0.22
C -0.6662 -2.0858 0.8621 -0.904 -0.260 0.014 -0.18
C -2.2782 -2.0381 1.1254 0.658 -1.193 0.076 -0.22
C -2.7636 -3.5892 1.0022 0.696 0.478 0.996 -0.56
Cl -3.5202 -3.9331 -0.6320 0.511 0.239 1.015 0.48
C -0.7091 -0.5186 -1.1859 1.095 -0.459 1.504 -0.08
C 0.3483 0.3681 -1.9693 -3.826 2.365 -0.525 -0.31
C -0.3816 0.8401 -3.3516 -0.543 1.437 0.970 -0.18
C -1.5227 1.9237 -2.9053 -0.199 0.237 -0.470 -0.22
C -3.0179 1.3441 -2.9999 -0.261 -0.592 0.676 -0.21
P -3.9903 2.2590 -1.6276 0.871 4.914 0.806 0.70
O -3.4863 3.7233 -1.5071 -1.314 -4.008 -0.525 -0.33
O -5.6574 2.3575 -1.9339 2.890 -1.464 -0.258 -0.25
C -6.1862 1.1799 -2.6198 -1.503 -0.744 1.115 -0.26
C -6.0969 -0.0664 -1.5945 -0.673 -0.030 -0.667 -0.08
O -3.5750 1.5004 -0.1560 -1.035 0.581 -1.874 -0.31
C -4.0730 2.2357 0.9949 -1.269 0.391 2.377 -0.27
C -4.1454 1.2838 2.3041 -0.230 -0.644 -0.616 -0.08
N 1.7241 -0.1976 -2.1510 0.258 1.213 -0.823 -0.33
S 1.7652 -1.0282 -3.7028 0.371 -1.793 -1.525 0.97
H 5.2260 -2.6079 1.6999 -0.750 -0.066 -1.714 0.10
H 5.5599 -3.3733 0.0774 -1.374 1.066 0.772 0.10
H 3.8283 -3.2006 0.6734 1.110 0.845 -0.188 0.05
H 5.9037 -1.2035 -0.6130 -1.778 0.020 0.857 0.14
H 5.1106 -0.4757 0.8306 -0.588 -1.217 -1.405 0.10
H 4.1843 -0.7360 -2.0727 -0.659 -0.099 1.718 0.12
H 3.8534 0.5308 -0.8058 -0.233 -1.732 -0.168 0.14
H 1.7965 -2.9840 -0.0586 0.235 0.665 -1.794 0.13
H 0.8824 -2.7367 -1.6091 1.719 0.369 0.642 0.13
H 1.6934 0.6628 0.3549 -0.512 -1.753 -0.116 0.15
H 2.5033 -2.0075 1.8096 -0.307 1.450 -0.268 0.11
H 1.1756 -0.9803 2.5040 1.299 -0.218 -1.439 0.12
H 3.8870 -0.2972 2.9951 -1.304 0.821 -0.725 0.15
H 3.4726 0.7884 1.5576 -0.630 -0.543 1.407 0.09
H -0.5770 0.1509 0.9408 0.928 -1.219 -0.711 0.16
H -0.2138 -2.4727 1.8347 -0.326 0.638 -1.317 0.12
H -0.5271 -2.9102 0.0651 -0.063 1.339 1.200 0.10
H -2.5117 -1.7038 2.2064 0.425 -0.238 -1.872 0.12
H -2.7904 -1.3752 0.3501 0.490 -0.947 1.250 0.09
H -1.8309 -4.2599 1.1039 -1.624 0.936 -0.272 0.08
H -3.4822 -3.8821 1.8433 0.805 0.475 -1.526 0.09
H -0.9358 -1.5433 -1.6727 0.599 1.597 0.572 0.14
H -1.7289 -0.0252 -1.0284 1.703 -0.250 -0.691 0.10
H 0.4707 1.3654 -1.3928 -0.016 -1.778 -0.720 0.17
H -0.9353 -0.0022 -3.8770 1.215 0.957 0.541 0.11
H 0.3191 1.4422 -4.0347 -0.877 -1.321 0.857 0.11
H -1.4511 2.8369 -3.6061 -0.150 -1.423 1.287 0.13
H -1.3769 2.3035 -1.8375 0.024 -0.444 -1.518 0.10
H -3.0260 0.2190 -2.7654 -0.085 1.553 -0.483 0.09
H -3.5262 1.5209 -4.0162 0.830 -0.183 1.628 0.11
H -7.3067 1.3946 -2.7941 1.966 -0.094 0.102 0.13
H -5.6792 1.0020 -3.6246 -0.609 0.205 1.400 0.11
H -5.8236 0.2600 -0.5241 -0.197 -0.400 -1.875 0.08
H -5.3464 -0.8102 -2.0345 -1.147 0.725 1.045 0.07
H -7.1571 -0.5155 -1.5082 1.885 0.338 -0.272 0.09
H -5.1467 2.5921 0.8009 1.616 -0.425 0.052 0.12
H -3.4484 3.1409 1.2920 -0.632 -1.175 -1.038 0.13
H -5.0778 1.4984 2.9385 1.393 -0.094 -1.056 0.09
H -4.2465 0.1905 1.9443 0.221 1.668 0.640 0.07
H -3.2367 1.3803 2.9863 -1.119 -0.140 -1.076 0.07
H 2.3377 0.6371 -2.3043 -0.388 -0.779 0.602 0.16
H 2.4812 -0.2929 -4.6378 -0.279 0.230 1.414 -0.04

Record 2
84
Properties=species:S:1:pos:R:3:forces:R:3:lowdin_charge:R:1 method="wB97M-V/def2-TZVPD" e_above_lowest_kcal_mol=0.00 s_squared=2.001 lumo_ha="0.0099 / 0.0098" orbital_gap_ev="9.12 / 9.15" energy_ev=-89241.1571 multiplicity=3
Pr -0.1610 1.3591 -0.4604 -0.164 0.708 0.765 1.21
O -1.7420 0.2643 -2.1477 -0.060 -0.111 0.076 -0.15
C -3.0102 -0.1709 -1.6760 -0.030 -0.034 -0.029 -0.19
C -3.6328 0.9657 -0.8933 -0.034 0.021 -0.042 -0.14
N -2.8755 1.2997 0.3188 0.047 -0.095 0.034 -0.18
C -3.0194 0.2583 1.3352 -0.088 -0.028 0.047 -0.08
C -1.9776 -0.8635 1.2309 0.098 -0.044 -0.097 -0.63
O -2.2147 -1.9299 1.7721 0.001 -0.182 0.099 0.05
O -0.9075 -0.5491 0.5928 0.001 -0.402 0.105 -0.18
C -3.2333 2.6391 0.7867 -0.086 0.066 0.029 -0.09
C -2.3763 3.6933 0.0685 -0.163 -0.183 0.105 -0.64
O -2.9143 4.6523 -0.4638 -0.043 0.173 -0.078 0.02
O -1.1189 3.4222 0.0891 -0.128 0.361 -0.020 -0.21
H -1.1494 -0.5251 -2.2974 0.057 -0.052 -0.166 0.06
H -2.9019 -1.0670 -1.0572 -0.016 0.032 -0.044 0.13
H -3.6573 -0.4284 -2.5237 0.026 0.055 0.073 0.13
H -4.6733 0.7109 -0.6346 0.057 0.027 -0.039 0.14
H -3.6588 1.8562 -1.5301 0.009 -0.051 0.015 0.13
H -4.0196 -0.1938 1.3298 0.051 0.032 0.012 0.14
H -2.8803 0.7050 2.3229 -0.011 -0.037 -0.018 0.13
H -3.0108 2.7077 1.8539 -0.018 0.048 -0.019 0.12
H -4.2969 2.8633 0.6456 0.047 -0.015 0.021 0.13
N 1.8496 3.1548 -0.7940 0.126 0.043 -0.248 -0.02
C 3.1644 3.0618 -0.1625 0.033 0.040 0.014 -0.22
C 3.4791 1.5979 0.0967 0.017 -0.006 -0.018 -0.21
N 2.4281 0.9937 0.9112 0.001 -0.128 0.061 -0.07
C 2.4616 1.4156 2.3176 0.012 -0.013 0.018 -0.19
C 1.2598 2.2783 2.6698 0.006 0.022 0.021 -0.22
N 0.0485 1.5767 2.2361 -0.113 -0.051 0.198 -0.01
H 1.4851 4.1019 -0.8109 -0.007 -0.076 0.049 0.09
H 1.8936 2.8330 -1.7589 0.034 0.140 0.015 0.07
H 3.9644 3.5119 -0.7645 -0.045 -0.050 0.061 0.12
H 3.1305 3.6078 0.7838 0.008 -0.007 -0.026 0.11
H 3.5124 1.0607 -0.8536 -0.012 0.023 0.013 0.11
H 4.4671 1.5154 0.5722 -0.033 0.007 -0.028 0.12
H 2.5109 -0.0170 0.8623 0.028 0.043 0.038 0.09
H 2.4507 0.5281 2.9535 -0.022 -0.026 0.001 0.11
H 3.3870 1.9610 2.5406 -0.053 -0.045 0.008 0.12
H 1.2694 2.4861 3.7474 0.020 -0.002 -0.071 0.12
H 1.2936 3.2371 2.1440 0.011 -0.032 0.015 0.11
H 0.0320 0.6306 2.6235 0.000 0.151 -0.091 0.10
H -0.7756 2.0646 2.5726 0.033 -0.029 -0.040 0.09
C -0.2280 -8.3269 2.7647 -0.029 -0.170 -0.017 -0.06
C 0.3792 -6.9597 2.7704 0.409 0.936 -0.003 -0.25
C -0.4041 -5.8070 2.5398 0.327 -1.358 0.173 -0.02
C 0.1499 -4.5522 2.5519 1.343 0.586 0.230 -0.04
C 1.5322 -4.4239 2.8083 -0.387 -0.966 -0.106 -0.27
C 2.3434 -5.5631 3.0330 -0.534 1.410 -0.116 -0.06
C 1.7665 -6.8014 3.0149 -1.178 -0.626 -0.147 -0.04
S 2.2803 -2.8435 2.7381 -0.029 0.229 0.018 0.62
O 3.5247 -2.8851 3.4518 -0.052 0.017 0.071 -0.30
O 1.2686 -1.8690 3.0330 0.122 0.100 0.069 -0.28
N 2.7071 -2.6016 1.1668 -0.013 -0.020 0.030 -0.14
C 1.6544 -2.7059 0.1500 -0.061 -0.006 -0.098 -0.20
C 2.1533 -2.1013 -1.1771 -0.038 -0.031 -0.093 -0.06
C 1.1018 -1.1680 -1.7520 0.052 -0.035 -0.271 -0.61
O 0.0718 -1.6550 -2.2333 -0.040 -0.113 -0.012 0.05
O 1.3276 0.0926 -1.6610 0.396 -0.544 -0.301 -0.16
H -1.2913 -8.2867 2.5385 -0.030 -0.008 -0.005 0.07
H -0.1043 -8.8143 3.7341 -0.008 0.023 -0.012 0.08
H 0.2556 -8.9642 2.0205 -0.027 0.023 0.020 0.08
H -1.4649 -5.9088 2.3538 -0.038 -0.069 -0.011 0.12
H -0.4623 -3.6782 2.3734 -0.033 0.154 0.006 0.10
H 3.3941 -5.4399 3.2468 0.086 0.074 -0.009 0.11
H 2.3759 -7.6764 3.2044 -0.026 -0.059 -0.011 0.11
H 3.5348 -3.1500 0.9686 0.090 -0.004 -0.072 0.12
H 0.7837 -2.1634 0.5241 0.021 0.036 -0.024 0.10
H 1.3490 -3.7458 0.0049 -0.017 0.031 -0.010 0.13
H 2.3487 -2.8888 -1.9050 0.008 -0.006 0.008 0.12
H 3.0779 -1.5499 -1.0083 -0.014 0.033 0.008 0.11
O -0.2511 2.7301 -2.6268 -0.060 0.194 -0.126 -0.59
S -0.8934 4.1002 -2.7984 0.258 -0.077 0.113 1.03
C -0.1276 4.8065 -4.2839 -0.046 -0.070 -0.085 -0.31
C -0.9508 4.3563 -5.4824 -0.020 0.013 -0.011 -0.23
C -2.4023 4.4630 -5.0197 0.008 -0.037 -0.016 -0.22
C -2.4604 3.7706 -3.6625 -0.042 0.046 0.071 -0.28
H 0.9108 4.4802 -4.2817 0.022 -0.002 -0.002 0.09
H -0.1617 5.8892 -4.1524 -0.009 0.033 -0.024 0.09
H -0.7103 3.3208 -5.7278 0.005 -0.034 0.004 0.12
H -0.7458 4.9665 -6.3617 -0.006 0.008 -0.015 0.11
H -3.1005 4.0004 -5.7170 0.008 -0.006 -0.018 0.12
H -2.6856 5.5125 -4.9200 -0.009 0.029 0.001 0.12
H -2.4515 2.6828 -3.7557 -0.034 -0.024 0.004 0.10
H -3.2759 4.0893 -3.0139 0.033 -0.006 -0.027 0.09